# 1
Below is the molecule C2HNOS, with properties calculated with ωB97M-V with the def2-TZVPD basis set.

XYZ file:
```
6
Properties=species:S:1:pos:R:3:forces:R:3
S 1.5913 -0.4070 -0.0256 -1.9 0.6 0.6
O -0.2331 1.5982 -0.0695 -4.5 -4.0 2.8
N -2.3003 -0.7097 -0.0766 8.1 -0.3 0.9
C -1.0661 -0.6241 0.0590 -11.8 -1.2 -0.7
C 0.0374 0.1406 0.1454 5.7 4.3 -2.0
H -1.3228 1.5946 0.2754 4.5 0.6 -1.7
```
Forces are in eV/Å.

Summary:
F_max (hartree/bohr): 0.2317
Energy (eV): -16459.7412
SMILES string: N#CC(O)=S
Energy above the lowest of the compared OMol25 structures with the same formula, charge and spin (kJ/mol): 269.42

***

# 2
Below is a cluster of 2 separate species, C2HNOS3 in total, with properties calculated with ωB97M-V with the def2-TZVPD basis set.

XYZ file:
```
8
Properties=species:S:1:pos:R:3:forces:R:3
S -4.2620 2.0943 0.3793 0.3 -2.0 -1.1
S -3.7237 -0.8135 -0.9420 -0.5 0.6 0.8
S -4.1401 -2.3100 0.2592 0.2 0.9 -0.5
O -3.0919 2.5312 1.1256 0.3 0.4 0.3
N -0.6895 -0.4878 -1.3600 -1.3 -0.1 -0.1
C -4.0279 0.6624 -0.3635 -0.3 0.0 0.5
C 0.4072 -0.2561 -1.1973 -4.3 -0.7 -0.5
H 1.3601 -0.1770 -1.1163 5.7 0.7 0.6
```
Forces are in eV/Å.

Summary:
F_max (hartree/bohr): 0.1119
Energy (eV): -38128.9657
Energy above the lowest of the compared OMol25 structures with the same formula, charge and spin (kJ/mol): 41.49

***

# 3
Below is a structure of composition C2HNaO3Rb, with properties calculated with ωB97M-V with the def2-TZVPD basis set.

XYZ file:
```
8
Properties=species:S:1:pos:R:3:forces:R:3
Rb -3.2520 -1.4109 0.7279 0.5 0.3 -0.2
Na 2.7465 0.8883 0.7638 -0.5 -0.4 -0.4
O -1.3015 0.8948 0.4723 1.1 0.5 0.0
O -0.3723 -1.6459 -0.4033 -0.1 0.9 -1.3
O 1.7464 -0.8556 -0.4959 1.2 0.3 -1.4
C -0.1325 1.0796 0.1113 -1.9 -1.5 -1.2
C 0.5576 -0.9178 -0.6073 -0.3 -0.5 3.8
H 0.0077 1.9675 -0.5689 0.1 0.5 0.5
```
Forces are in eV/Å.

Summary:
F_max (hartree/bohr): 0.0757
Energy (eV): -13297.9924
Energy above the lowest of the compared OMol25 structures with the same formula, charge and spin (kJ/mol): 213.85
Net charge: +1

***

# 4
Below is the molecule C2HO2P, with properties calculated with ωB97M-V with the def2-TZVPD basis set.

XYZ file:
```
6
Properties=species:S:1:pos:R:3:forces:R:3
P -0.8407 0.6589 0.2723 -0.6 -1.0 0.2
O 0.0016 -1.8984 -0.0292 1.0 -1.9 -0.3
O -3.3290 -1.8201 1.0438 1.6 -0.1 -0.2
C -0.9367 -1.2525 0.3784 0.2 2.8 -0.4
C -2.2087 -1.6959 0.7751 -1.9 0.4 0.4
H 0.2865 0.5730 -0.6107 -0.3 -0.2 0.3
```
Forces are in eV/Å.

Summary:
F_max (hartree/bohr): 0.0542
Energy (eV): -15470.2383
Energy above the lowest of the compared OMol25 structures with the same formula, charge and spin (kJ/mol): 229.27

***

# 5
Below is a structure of composition C2HO2S2, with properties calculated with ωB97M-V with the def2-TZVPD basis set.

XYZ file:
```
7
Properties=species:S:1:pos:R:3:forces:R:3
S -2.9464 -0.0990 -0.0650 -0.6 -0.9 0.2
S 2.6720 -0.7638 -0.1140 0.5 -2.0 -0.2
O -0.0440 -1.7777 0.3094 0.7 0.2 -0.3
O -1.2821 2.0110 -0.0757 0.3 0.0 0.3
C -1.9154 1.0515 -0.0288 0.2 1.0 -0.5
C 0.3732 -0.8181 -0.2007 -1.5 0.0 0.2
H 3.1428 0.3961 0.1747 0.4 1.7 0.3
```
Forces are in eV/Å.

Summary:
F_max (hartree/bohr): 0.0404
Energy (eV): -27856.1702
Energy above the lowest of the compared OMol25 structures with the same formula, charge and spin (kJ/mol): 78.47
Net charge: -1

***

# 6
Below is a cluster of 2 separate species, C2HO4P in total, with properties calculated with ωB97M-V with the def2-TZVPD basis set.

XYZ file:
```
8
Properties=species:S:1:pos:R:3:forces:R:3
P 1.1868 -0.0157 0.7434 -0.4 1.2 1.2
O 3.4993 -0.9299 -0.5465 -0.8 0.1 -0.4
O -2.1692 -0.7497 0.0152 -2.2 -1.8 -0.5
O -3.3994 1.1550 -0.3105 -0.9 1.6 -0.2
O -0.2389 -0.3023 0.5393 1.6 0.2 0.6
C -2.7983 0.1903 -0.1436 0.2 -0.5 0.0
C 2.4093 -0.6030 -0.4296 2.3 -0.8 -0.7
H 1.5105 1.2553 0.1323 0.2 0.1 0.1
```
Forces are in eV/Å.

Summary:
F_max (hartree/bohr): 0.0551
Energy (eV): -19567.0689
Energy above the lowest of the compared OMol25 structures with the same formula, charge and spin (kJ/mol): 90.53

***

# 7
Below is the ion C2HO4S with charge -1, with properties calculated with ωB97M-V with the def2-TZVPD basis set.

XYZ file:
```
8
Properties=species:S:1:pos:R:3:forces:R:3
S -1.2939 -0.3401 -0.1980 2.1 1.3 -2.4
O -1.4777 -0.2989 -1.6658 0.1 0.1 2.1
O -1.1092 -1.6325 0.3730 -0.8 -1.2 0.6
O -2.0374 0.6452 0.5691 0.4 -0.6 -0.4
O 2.9829 0.6295 -0.4498 -0.7 -1.0 0.2
C 1.8786 0.3050 -0.1356 1.8 1.6 -1.0
C 0.6598 0.2255 0.1970 -4.0 0.2 2.9
H 0.3969 0.4662 1.3101 1.1 -0.4 -2.0
```
Forces are in eV/Å.

Summary:
F_max (hartree/bohr): 0.0964
Energy (eV): -21115.3225
SMILES string: O=C=CS(=O)(=O)[O-]
Energy above the lowest of the compared OMol25 structures with the same formula, charge and spin (kJ/mol): 134.48
Net charge: -1

***

# 8
Below is a cluster of 2 separate species, C2HO4S in total, with properties calculated with ωB97M-V with the def2-TZVPD basis set.

XYZ file:
```
8
Properties=species:S:1:pos:R:3:forces:R:3
S 1.0255 0.1887 0.4588 0.5 1.8 2.1
O 0.3053 -1.0865 0.4825 0.0 -1.2 0.0
O 2.3966 -0.0245 1.0872 -1.8 1.0 -1.3
O -2.2266 -1.1009 -0.0986 0.0 -0.3 0.5
O -0.7266 -0.8339 -1.8001 0.9 -0.2 -1.3
C -1.3110 -0.9874 -0.8146 -1.6 0.4 0.1
C 0.0141 1.4712 0.3123 0.6 -3.3 -0.2
H 0.5227 2.3734 0.3726 1.4 1.8 0.2
```
Forces are in eV/Å.

Summary:
F_max (hartree/bohr): 0.0649
Energy (eV): -21114.0104
Energy above the lowest of the compared OMol25 structures with the same formula, charge and spin (kJ/mol): 261.09
Net charge: -1